Entry 1:
{"formula": "C8H13Cl4N3", "method": "wB97M-V/def2-TZVPD", "total_charge": 0, "de_lowest_kcal_mol": 13.62, "lumo_energy_ev": 0.366, "multiplicity": 1, "homo_energy_ha": -0.3989, "orbital_gap_ev": 11.22, "energy_ha": -2317.6008, "molar_mass_g_mol": 293.02, "species": ["C", "C", "N", "H", "H", "H", "C", "C", "N", "H", "H", "H", "C", "C", "N", "H", "H", "H", "C", "Cl", "Cl", "H", "H", "C", "Cl", "Cl", "H", "H"], "coordinates": [[-0.089792, 1.450148, 5.157434], [-1.247545, 0.950732, 4.589872], [-2.184946, 0.567879, 4.033724], [-0.349658, 2.302675, 5.802588], [0.589591, 1.916798, 4.374001], [0.452304, 0.808593, 5.820020], [4.048189, 1.657854, -0.099452], [3.150598, 1.533373, 1.028983], [2.290459, 1.452778, 1.775336], [5.091454, 1.735613, 0.315940], [3.824830, 2.559096, -0.626267], [3.925227, 0.833360, -0.770846], [0.142039, -0.240365, -1.876250], [1.500589, 0.332300, -2.164733], [2.522854, 0.779914, -2.519386], [-0.439746, 0.233675, -1.061768], [0.348191, -1.293506, -1.631714], [-0.497159, -0.287795, -2.748991], [-0.131267, 0.904490, -5.401285], [0.068325, 1.829362, -6.892834], [0.108477, -0.873304, -5.644688], [0.602122, 1.360996, -4.751624], [-1.128509, 1.198053, -5.036612], [-4.447145, -4.416414, 1.681604], [-5.689332, -4.602761, 2.946629], [-4.818978, -3.394109, 0.279513], [-3.543274, -3.957830, 2.156622], [-4.097901, -5.341606, 1.264185]], "forces_ev_per_angstrom": [[2.6, 3.1, 0.6], [-2.8, -1.6, -1.9], [0.6, 0.3, 0.6], [-0.1, -0.1, -0.1], [-0.7, -0.9, 0.8], [0.3, -0.8, 0.0], [1.8, 0.2, 1.4], [-0.3, 0.0, -0.9], [-0.4, -0.1, 0.9], [-0.9, -0.2, -0.7], [-0.2, 0.6, -0.4], [0.2, -0.4, -0.2], [0.8, -0.5, 0.5], [0.6, 1.1, -1.0], [-2.4, -1.1, 0.8], [0.8, -0.1, -0.3], [-0.3, 0.3, 0.2], [0.2, 0.3, -0.4], [-0.3, 0.5, -0.2], [0.0, -0.1, -0.5], [-0.3, 1.2, 0.4], [0.3, -0.7, 0.4], [0.3, -0.9, -0.1], [1.7, 0.9, 0.6], [0.3, 0.0, -0.8], [-0.4, 0.0, 0.3], [-1.0, -0.2, -0.2], [-0.5, -0.7, 0.1]]}

=====

Entry 2:
{"formula": "C8H13F15HfO19S5", "method": "wB97M-V/def2-TZVPD", "total_charge": -2, "de_lowest_kcal_mol": 0.00, "lumo_energy_ev": 3.759, "multiplicity": 1, "homo_energy_ha": -0.1563, "orbital_gap_ev": 8.01, "energy_ha": -5279.5228, "molar_mass_g_mol": 1036.97, "species": ["Hf", "C", "F", "F", "F", "S", "O", "O", "O", "C", "F", "F", "F", "S", "O", "O", "O", "C", "F", "F", "F", "S", "O", "O", "O", "C", "F", "F", "F", "S", "O", "O", "O", "C", "F", "F", "F", "S", "O", "O", "O", "C", "C", "C", "O", "H", "H", "H", "H", "H", "H", "H", "O", "H", "H", "O", "H", "H", "O", "H", "H"], "coordinates": [[0.118346, 0.268418, 0.019370], [1.482463, 3.395552, 3.440150], [0.389396, 4.164942, 3.334112], [2.367250, 3.712783, 2.504142], [2.029979, 3.619174, 4.644117], [1.055944, 1.596960, 3.391362], [2.370917, 1.007559, 3.609657], [0.086455, 1.324082, 4.420477], [0.591829, 1.348309, 2.017651], [-4.307039, -0.193943, 1.612796], [-4.378660, -1.465680, 1.235115], [-4.514428, 0.576075, 0.508953], [-5.284161, 0.030238, 2.503981], [-2.649864, 0.372651, 2.422987], [-2.546912, -0.461600, 3.607797], [-1.644912, 0.102429, 1.393555], [-2.865186, 1.769032, 2.717701], [3.974619, 3.347997, -0.676625], [5.173396, 3.447246, -1.237357], [3.914409, 4.084368, 0.427355], [3.035869, 3.787387, -1.518721], [3.717886, 1.516750, -0.268100], [2.248740, 1.416213, -0.079351], [4.164434, 0.827957, -1.476327], [4.486444, 1.165594, 0.910419], [-0.224233, 0.693930, -4.521545], [-0.141856, -0.603063, -4.213928], [0.007385, 0.839540, -5.817118], [-1.466449, 1.077158, -4.195236], [0.990906, 1.644471, -3.387800], [0.612622, 1.013369, -2.105511], [2.348837, 1.417190, -3.793128], [0.542428, 3.030537, -3.416998], [0.561217, -4.032432, 1.964675], [1.123918, -4.972122, 2.743304], [1.005893, -4.265217, 0.712097], [-0.758803, -4.176777, 2.105062], [1.153975, -2.297060, 2.547491], [0.809595, -1.354146, 1.469805], [0.470771, -2.037506, 3.807269], [2.574359, -2.548410, 2.688303], [-2.522177, -2.101029, -2.519354], [-1.837210, -2.586135, -1.242519], [-1.341980, -4.026481, -1.343342], [-0.854291, -1.707834, -0.800201], [-3.050583, -1.160526, -2.376268], [-3.238094, -2.902210, -2.728813], [-1.758710, -1.937372, -3.283522], [-2.686225, -2.543072, -0.531897], [-0.838877, -4.433409, -0.475038], [-0.757482, -4.137253, -2.260538], [-2.259023, -4.616944, -1.470524], [-0.220335, 2.710804, -0.143958], [-0.896609, 3.122061, -0.692535], [0.275241, 3.438770, 0.248389], [1.971335, -1.119564, -0.739009], [2.442958, -1.089971, -1.583771], [2.088716, -2.014976, -0.397226], [-2.045413, 0.866015, -1.073807], [-2.537259, 0.389607, -1.751399], [-2.561762, 1.659561, -0.886629]], "forces_ev_per_angstrom": [[0.4, -2.4, 0.5], [-0.4, -1.1, 0.6], [0.1, 0.4, -0.3], [-0.2, 0.3, -0.1], [0.0, 0.4, -0.2], [2.1, -2.6, 1.4], [-1.1, 0.8, -0.3], [0.0, 1.0, -0.7], [-0.8, 0.4, -1.4], [1.3, 0.9, 0.4], [0.1, 0.0, 0.0], [-0.4, -0.2, 0.3], [0.0, 0.0, -0.5], [-0.7, -0.6, 3.0], [-0.3, 0.3, -1.7], [0.5, -0.1, -1.2], [-0.2, -0.2, -1.1], [-0.6, -1.7, 0.4], [0.2, 0.6, -0.1], [0.3, 0.4, 0.0], [0.2, 0.1, -0.1], [0.4, -2.3, -0.2], [-0.3, 0.5, 0.3], [-0.4, 0.9, 0.5], [-0.6, 1.2, -0.7], [1.1, 0.1, 1.7], [0.2, -0.2, -0.4], [-0.3, 0.2, -0.2], [-0.1, 0.2, -0.6], [-0.3, 1.5, 0.6], [-0.4, -1.0, 0.3], [-0.8, -0.5, -0.4], [-0.1, -1.0, -0.4], [0.6, 1.2, 1.0], [0.0, 0.1, -0.1], [-0.6, 0.0, 0.2], [0.2, 0.0, -0.8], [0.6, -0.3, 2.9], [-0.4, 0.3, -0.8], [0.2, -0.5, -1.8], [-0.7, 0.1, -0.9], [0.7, -0.8, 0.0], [-0.3, 1.6, 1.4], [-1.1, 0.1, -0.8], [1.7, 2.3, 0.4], [-0.2, -0.1, 0.1], [-0.1, 0.3, -0.7], [-0.3, -0.3, -0.2], [0.3, -0.4, 0.4], [0.1, 0.4, 0.0], [0.3, -0.1, 0.2], [0.1, -0.3, -0.1], [-0.6, -0.2, 0.0], [0.2, -0.1, -0.3], [0.3, -0.4, 0.3], [-0.1, -0.1, -0.4], [-0.1, 0.6, 0.1], [-0.4, 0.2, 0.3], [0.2, 0.7, -0.1], [0.4, -0.3, 0.0], [0.0, -0.2, 0.3]]}

=====

Entry 3:
{"formula": "C8H13F3N2O2", "method": "wB97M-V/def2-TZVPD", "total_charge": 0, "de_lowest_kcal_mol": 17.28, "lumo_energy_ev": 0.705, "multiplicity": 1, "homo_energy_ha": -0.3293, "orbital_gap_ev": 9.67, "energy_ha": -872.1664, "molar_mass_g_mol": 226.20, "species": ["C", "C", "C", "C", "C", "C", "C", "C", "N", "N", "O", "O", "F", "F", "F", "H", "H", "H", "H", "H", "H", "H", "H", "H", "H", "H", "H", "H"], "coordinates": [[2.153132, 1.639736, -0.352091], [-0.041650, 0.506710, 2.218787], [-1.063881, -0.178263, 1.334323], [1.062557, -0.610877, 0.630240], [2.088759, 2.852671, -1.155591], [-1.783261, -2.378221, -0.798702], [-0.934029, -1.099185, -0.955024], [2.023338, -1.639860, 0.079324], [1.240515, -0.176853, 1.884405], [-0.257235, -0.844356, 0.330611], [2.873559, 1.450853, 0.633809], [1.348765, 0.689688, -0.703165], [1.699726, -2.839647, 0.514057], [2.103891, -1.768408, -1.248570], [3.270436, -1.393101, 0.420908], [-0.066544, 1.603992, 1.906359], [-0.333270, 0.449230, 3.347558], [-1.643578, -1.014886, 1.981904], [-1.635444, 0.473953, 0.784579], [1.018349, 2.971044, -1.493316], [2.703369, 2.802285, -1.987612], [2.371118, 3.807564, -0.643095], [-2.231795, -2.493571, -1.748721], [-1.136826, -3.055979, -0.395828], [-2.774322, -2.479713, -0.159332], [-0.242509, -1.350849, -1.821508], [-1.565218, -0.214296, -1.167328], [2.166105, -0.126328, 2.366391]], "forces_ev_per_angstrom": [[0.8, -2.0, 2.5], [-0.2, 1.6, 2.0], [0.6, -4.0, 2.4], [-0.2, -0.2, -2.3], [-2.4, 2.6, 0.7], [-3.3, 2.4, 0.8], [0.0, -0.4, 0.4], [1.3, 0.1, -1.3], [-1.0, 0.0, 0.5], [0.6, -0.1, 0.3], [0.6, 1.4, -0.5], [-0.6, -0.4, -0.1], [-0.6, -1.1, 1.0], [-1.0, 0.4, -0.6], [0.9, 0.4, 1.2], [0.7, -1.2, 0.6], [0.8, 0.0, -2.1], [0.7, 2.1, -1.6], [-2.1, 1.7, -0.5], [1.2, -0.1, 0.1], [1.1, -0.4, -1.8], [-0.1, -1.1, 0.0], [0.1, -1.2, -1.3], [1.5, -2.6, 0.3], [2.1, 1.2, -0.5], [-0.6, 0.8, 1.4], [0.5, -0.3, -0.3], [-1.5, 0.4, -1.1]]}

=====

Entry 4:
{"formula": "C8H13FN2O", "method": "wB97M-V/def2-TZVPD", "total_charge": 0, "de_lowest_kcal_mol": 162.43, "lumo_energy_ev": 0.395, "multiplicity": 1, "homo_energy_ha": -0.3230, "orbital_gap_ev": 9.18, "energy_ha": -596.8693, "molar_mass_g_mol": 172.20, "species": ["C", "C", "C", "C", "C", "C", "C", "C", "H", "H", "H", "H", "H", "H", "H", "H", "H", "H", "H", "H", "H", "N", "N", "O", "F"], "coordinates": [[-0.473461, 2.807754, -3.115732], [1.093653, 0.292813, -1.313458], [0.907810, -0.678276, -0.103547], [1.272452, -0.178076, 1.354883], [-0.305543, -1.651884, 2.396392], [-0.936454, -1.977304, 1.144856], [-0.645200, -0.792186, 0.116876], [-0.938149, 0.227707, 1.226245], [0.418929, 2.740715, -4.501400], [-1.628098, 2.186592, -3.170337], [-0.313283, 4.210485, -2.439760], [1.497182, -1.529552, -0.551928], [1.652970, 0.878910, 1.294332], [2.392618, -0.630589, 1.665990], [-1.023479, -1.802176, 3.104810], [0.448567, -2.335244, 2.676837], [-0.468285, -2.971059, 0.722936], [-1.957531, -2.388427, 1.192951], [-1.375469, -0.891579, -0.600440], [-1.962148, 0.145193, 1.666889], [-0.738883, 1.370876, 1.249112], [0.093664, 0.771546, -1.971323], [0.156378, -0.209327, 2.204881], [0.499467, 1.872777, -2.803194], [2.332292, 0.530310, -1.446871]], "forces_ev_per_angstrom": [[0.6, 0.1, -2.8], [-3.8, -0.7, 2.1], [-2.0, 0.2, -2.3], [5.9, 0.9, -1.4], [1.8, 1.8, -0.1], [0.8, -4.5, -4.9], [0.6, -1.4, 3.8], [1.0, 3.0, 1.6], [-3.3, 1.6, 2.7], [3.4, 2.5, 0.2], [-0.8, -4.3, -1.8], [-1.0, 0.0, 1.4], [-0.8, -0.6, -0.2], [-3.4, 0.4, -0.1], [-1.8, 0.7, 2.6], [1.5, -0.3, 0.1], [-0.4, 1.7, 0.4], [-0.1, 1.2, 0.0], [-0.9, 0.3, -2.3], [0.9, -0.3, -0.3], [-0.3, -1.7, -1.3], [1.1, 1.2, 1.2], [-2.4, -1.8, 1.1], [0.7, -1.4, 1.4], [2.8, 1.5, -1.1]]}

=====

Entry 5:
{"formula": "C8H13FN2OS2", "method": "wB97M-V/def2-TZVPD", "total_charge": 0, "de_lowest_kcal_mol": 44.37, "lumo_energy_ev": 0.615, "multiplicity": 1, "homo_energy_ha": -0.3067, "orbital_gap_ev": 8.96, "energy_ha": -1393.5068, "molar_mass_g_mol": 236.34, "species": ["C", "C", "C", "C", "C", "C", "C", "C", "N", "N", "O", "F", "S", "S", "H", "H", "H", "H", "H", "H", "H", "H", "H", "H", "H", "H", "H"], "coordinates": [[-1.121695, 1.505396, -0.367216], [-1.998998, 2.398007, 0.425449], [-1.332255, 0.233248, 0.040232], [-2.684062, 1.786864, 1.388249], [-1.791131, -2.020596, -0.991154], [-0.061349, -1.769048, 0.680765], [3.352171, -0.176245, 1.670656], [-0.763409, -1.083325, -0.435310], [3.148890, 0.260999, 0.484340], [2.199902, 1.485537, -1.646694], [0.108975, -0.851116, -1.607745], [-2.113892, 3.703314, 0.158851], [-2.445797, 0.086262, 1.440711], [2.127072, 1.488296, 0.026464], [-0.837040, 1.803052, -1.380545], [-1.260721, -2.684648, -1.727167], [-2.152265, -2.655576, -0.300697], [-2.607810, -1.579837, -1.558345], [0.658165, -1.088676, 1.155868], [0.811676, -2.543609, 0.327365], [-0.655109, -2.294334, 1.450968], [-3.279732, 2.156622, 2.243479], [4.021219, -1.075145, 1.616429], [2.772235, 0.215027, 2.577293], [2.581754, 0.526281, -1.903272], [2.602935, 2.298374, -2.149641], [0.720260, -0.125136, -1.619340]], "forces_ev_per_angstrom": [[-2.6, 0.8, 0.0], [1.1, -0.7, -1.0], [-0.3, -1.0, 1.0], [-1.2, -0.2, 2.2], [1.0, 0.5, -3.7], [4.5, -2.0, 0.7], [-0.8, -0.1, -0.7], [0.6, 1.1, -2.0], [0.6, 0.3, -0.2], [0.6, -1.7, -1.1], [-1.1, -1.3, 0.4], [0.3, 0.2, 0.0], [1.3, 0.6, -1.4], [-0.3, 0.5, 1.4], [0.7, -0.2, 0.6], [-0.3, 0.6, 0.6], [-1.5, -2.0, 2.7], [0.0, 0.4, 0.2], [-0.6, 0.3, 0.4], [-2.6, 1.3, 0.2], [0.0, 0.5, -0.6], [0.3, 0.3, -1.1], [-0.7, 0.9, 1.0], [1.2, -0.7, -1.0], [-0.4, 1.9, -0.2], [0.2, -1.1, 0.9], [0.1, 0.9, 0.8]]}

=====

Entry 6:
{"formula": "C8H13FN3", "method": "wB97M-V/def2-TZVPD", "total_charge": 1, "lumo_energy_ev": [-3.381, -7.443], "multiplicity": 3, "homo_energy_ha": [-0.3832, -0.5019], "orbital_gap_ev": [7.05, 6.21], "energy_ha": -576.2352, "molar_mass_g_mol": 170.21, "species": ["C", "C", "C", "C", "C", "C", "C", "C", "N", "N", "N", "F", "H", "H", "H", "H", "H", "H", "H", "H", "H", "H", "H", "H", "H"], "coordinates": [[-3.068141, -3.093776, -0.954549], [-1.952711, -2.793813, -0.676210], [2.688499, 1.885481, -1.988141], [1.537883, 1.873012, 0.256302], [1.792000, 3.098399, 1.104416], [-0.429235, -2.131781, 1.267870], [-4.461561, -3.518791, -1.086372], [-1.008033, -1.852938, -0.034590], [2.391408, 1.827374, -0.703745], [-0.433419, -0.948120, -0.764745], [0.666374, 0.965262, 0.579634], [-4.956765, -4.046765, 0.101675], [3.688045, 1.727298, -2.370258], [1.882768, 2.188565, -2.630028], [2.281972, 4.050557, 0.617856], [0.849239, 3.510810, 1.515246], [2.362235, 2.632720, 1.933314], [0.679566, -2.213646, 1.229941], [-0.524528, -1.341193, 1.975452], [-0.809262, -3.119544, 1.735087], [-5.019111, -2.622211, -1.225143], [-4.609689, -4.245925, -1.891561], [0.151211, 0.201467, -0.012059], [-0.760255, -0.652263, -1.669470], [0.316702, 1.016339, 1.596119]], "forces_ev_per_angstrom": [[-2.0, -1.3, -0.2], [1.9, 2.2, 1.9], [0.9, -0.6, -0.5], [0.7, 2.0, 1.4], [-0.3, 1.1, 1.3], [0.8, -2.7, 2.1], [0.2, -0.4, 0.4], [0.7, -0.9, -4.2], [-0.2, -0.3, -2.4], [-0.6, 0.9, 1.8], [-1.1, 0.5, 2.9], [0.5, -0.2, -0.2], [0.0, 0.3, 0.2], [-0.4, -0.2, -0.4], [-0.5, -2.6, 0.6], [0.4, -0.5, 0.0], [0.1, 1.1, 0.0], [-0.6, -0.2, -0.5], [-0.8, 0.7, 0.6], [0.5, 1.8, -0.8], [-0.7, 0.7, -0.7], [0.0, 0.2, 0.1], [0.7, -1.1, -0.8], [-0.6, -0.9, -0.4], [0.3, 0.5, -2.2]]}